{"formula": "C42H51ClNO4PPt", "method": "ωB97M-V/def2-TZVPD", "spin_multiplicity": 3, "largest_force_ha_per_bohr": 0.0202, "gap_ev": [6.90, 7.51], "homo_energy_ev": [-6.76, -7.95], "e_above_lowest_kcal_mol": 8.0, "e_lumo_ha": [0.005, -0.016], "species": ["Pt", "C", "C", "C", "C", "C", "C", "C", "C", "C", "C", "C", "C", "C", "C", "C", "N", "H", "H", "H", "H", "H", "H", "H", "H", "H", "H", "O", "P", "C", "C", "C", "C", "C", "C", "C", "C", "C", "C", "C", "C", "C", "C", "C", "C", "C", "C", "H", "H", "H", "H", "H", "H", "H", "H", "H", "H", "H", "H", "H", "H", "H", "H", "H", "H", "H", "H", "H", "H", "H", "H", "H", "H", "H", "H", "H", "H", "H", "H", "H", "C", "C", "C", "C", "Cl", "C", "C", "C", "O", "C", "C", "O", "O", "H", "H", "H", "H", "H", "H", "H", "H"], "xyz": [[-0.915649, 2.078951, 0.328190], [-4.045119, 4.119908, 2.479565], [-3.471610, 5.367987, 2.701453], [-2.230776, 5.653903, 2.153872], [-1.563652, 4.695177, 1.393364], [-2.129759, 3.436930, 1.163817], [-3.380675, 3.169059, 1.715644], [-0.211008, 4.922181, 0.836370], [0.570732, 6.068509, 1.137936], [1.820062, 6.175818, 0.630420], [2.350677, 5.144084, -0.183491], [3.662229, 5.179844, -0.711308], [4.132979, 4.147637, -1.466672], [3.304928, 3.025738, -1.716329], [2.033775, 2.968800, -1.222981], [1.528192, 4.037812, -0.446686], [0.247196, 3.980814, 0.041020], [-5.009988, 3.883198, 2.914977], [-3.986639, 6.111797, 3.297007], [-1.788935, 6.626495, 2.334356], [-3.845326, 2.204565, 1.551449], [0.174019, 6.837159, 1.785691], [2.429951, 7.046100, 0.849036], [4.288830, 6.037781, -0.493058], [5.139408, 4.177262, -1.865610], [3.692260, 2.196101, -2.295532], [1.411692, 2.092371, -1.362096], [0.209663, 0.447430, -0.509190], [-0.159756, -0.633120, -1.537051], [-0.622137, 0.212610, -3.086148], [-0.382974, -0.512812, -4.426021], [-1.524811, -1.437759, -4.838222], [-2.839630, -0.664238, -4.882502], [-3.145704, -0.036465, -3.522437], [-2.011680, 0.882821, -3.054571], [-1.482147, -1.629128, -0.797444], [-1.248759, -1.796139, 0.745875], [-0.948762, -3.253731, 1.096230], [-2.138981, -4.161449, 0.757201], [-2.820550, -3.732494, -0.558210], [-1.846439, -2.971594, -1.456763], [1.363257, -1.520267, -1.920689], [1.215073, -2.827542, -2.752347], [1.599081, -4.062211, -1.940046], [3.057595, -3.981003, -1.476126], [3.441459, -2.562961, -0.990066], [2.208832, -1.730626, -0.641843], [0.131644, 1.004500, -3.015389], [0.566496, -1.050175, -4.410032], [-0.285565, 0.263953, -5.191111], [-1.609497, -2.259226, -4.123458], [-1.307900, -1.886750, -5.809753], [-3.658392, -1.316926, -5.193452], [-2.758638, 0.129828, -5.634608], [-3.316256, -0.839390, -2.796970], [-4.069947, 0.541532, -3.572051], [-2.224880, 1.273791, -2.065583], [-1.975068, 1.752305, -3.718467], [-2.335472, -0.953021, -0.925425], [-2.159848, -1.486530, 1.267361], [-0.468271, -1.131861, 1.110459], [-0.704290, -3.329540, 2.153606], [-0.059559, -3.588632, 0.553653], [-2.864574, -4.122749, 1.572574], [-1.805369, -5.199628, 0.683963], [-3.676119, -3.083131, -0.347455], [-3.212374, -4.602526, -1.085990], [-2.299688, -2.808413, -2.432911], [-0.958412, -3.585669, -1.615096], [1.887440, -0.771751, -2.526482], [1.879095, -2.769706, -3.618848], [0.205495, -2.937188, -3.153139], [1.447454, -4.959305, -2.542356], [0.940512, -4.155498, -1.073742], [3.710621, -4.279401, -2.299381], [3.217780, -4.703931, -0.674859], [4.006253, -2.037045, -1.766760], [4.094716, -2.629632, -0.120026], [2.483494, -0.763998, -0.226383], [1.626264, -2.241067, 0.132600], [-0.718384, -2.041887, 5.473320], [0.472004, -1.963538, 4.552433], [1.090682, -3.096634, 4.052314], [2.170237, -2.986735, 3.184795], [2.925016, -4.442198, 2.570130], [2.640342, -1.750171, 2.799286], [2.032505, -0.597586, 3.296074], [0.966491, -0.708740, 4.176112], [0.303760, 0.342193, 4.719090], [0.702291, 1.658658, 4.342240], [0.583876, 1.956366, 2.849952], [1.351087, 2.785223, 2.367220], [-0.348704, 1.294350, 2.248882], [-0.987900, -3.080509, 5.671674], [-1.576473, -1.528316, 5.030729], [-0.517796, -1.542432, 6.423173], [0.735366, -4.078774, 4.345836], [3.473285, -1.674047, 2.112265], [2.378311, 0.369782, 2.955159], [1.720972, 1.880467, 4.651372], [0.025465, 2.316003, 4.883426]], "atomic_forces_ev_per_a": [[-0.5481, 0.0687, -0.2886], [0.0082, 0.0303, -0.0112], [0.0356, -0.0176, -0.0505], [-0.1022, 0.0460, 0.0465], [0.2206, 0.2039, 0.0304], [0.0397, -0.2532, 0.0409], [-0.0913, 0.1096, -0.0160], [-0.2962, 0.1563, -0.0482], [-0.1920, -0.0013, 0.0399], [0.2062, 0.0612, -0.0828], [0.0552, 0.1318, 0.0163], [-0.0352, 0.0936, 0.0831], [-0.0556, -0.2125, -0.0981], [0.1732, 0.1554, 0.0114], [-0.1256, -0.0310, 0.1212], [-0.3042, -0.0696, -0.0870], [0.5999, -0.3527, 0.2545], [0.0255, 0.0264, -0.0370], [0.0154, -0.0315, -0.0144], [-0.0246, -0.0221, -0.0135], [0.0253, -0.0333, 0.0477], [0.0032, -0.0462, -0.0342], [0.0085, -0.0573, 0.0047], [-0.0328, -0.0184, -0.0169], [-0.0378, -0.0196, 0.0113], [0.0095, 0.0173, -0.0018], [0.0349, 0.1186, -0.0055], [0.0299, -0.5925, -0.8506], [0.1964, 0.6346, 0.7719], [-0.2417, -0.0837, -0.2590], [0.0008, 0.0144, 0.0917], [0.0133, 0.1502, 0.0406], [-0.0132, 0.0260, 0.0343], [0.1361, -0.0251, -0.0607], [0.0524, -0.2589, -0.2823], [-0.1010, -0.1538, 0.2514], [-0.0682, -0.2377, -0.2149], [-0.1497, 0.0689, -0.0612], [0.0173, 0.0801, -0.0674], [0.0563, 0.0397, 0.0942], [-0.0589, -0.0181, 0.1376], [0.1741, -0.2366, 0.1927], [0.0536, 0.0526, 0.0657], [0.1036, 0.1171, -0.0037], [-0.0030, 0.0582, 0.0632], [-0.1314, -0.0596, -0.0274], [-0.0913, -0.2074, -0.2133], [0.0078, 0.1274, -0.0478], [-0.0351, 0.0653, -0.0565], [0.0180, 0.0198, -0.0028], [-0.0103, -0.0248, -0.0954], [0.0200, 0.0216, 0.0006], [0.0020, 0.0154, 0.0094], [-0.0269, -0.0421, 0.0042], [0.0003, 0.0683, -0.0067], [-0.0179, -0.0093, 0.0234], [-0.0363, 0.1398, 0.3137], [0.0237, -0.0154, -0.0162], [-0.0604, 0.0082, 0.0542], [0.0236, -0.0113, -0.0437], [0.0603, 0.0574, -0.0194], [0.0227, -0.0118, 0.0313], [-0.0097, 0.0322, 0.0874], [-0.0120, -0.0248, -0.0015], [0.0151, 0.0270, 0.0098], [0.0065, -0.0116, -0.0014], [-0.0262, -0.0083, -0.0091], [-0.0077, 0.0081, 0.0097], [-0.1250, 0.0225, 0.0375], [0.1059, -0.0172, -0.0402], [0.0072, 0.0139, -0.0153], [0.1190, 0.0184, -0.0205], [-0.0184, -0.0232, -0.0001], [0.0509, -0.0226, -0.0181], [0.0241, 0.0185, 0.0029], [-0.0049, 0.0058, 0.0153], [-0.0044, -0.0067, 0.0123], [0.0496, -0.0255, 0.0029], [-0.0030, 0.0676, 0.0091], [0.0154, 0.0376, -0.0373], [0.0553, -0.0260, -0.1010], [-0.0698, -0.1505, 0.1336], [0.0362, -0.0538, 0.1080], [-0.0362, -0.0328, 0.0153], [-0.0590, 0.1104, -0.0295], [-0.0085, 0.1051, 0.0284], [0.0902, -0.1196, -0.1208], [-0.1594, 0.1474, -0.0479], [0.1129, 0.2911, -0.0229], [-0.0957, -0.4021, 0.0458], [-0.2313, -0.1346, -0.2471], [-0.2620, -0.1519, 0.1342], [0.5611, 0.5049, 0.2428], [0.0206, 0.0573, -0.0207], [0.0549, -0.0471, 0.0173], [0.0290, -0.0248, -0.0367], [0.0066, 0.0565, -0.0422], [-0.0142, 0.0093, 0.0261], [0.0744, -0.0577, 0.0731], [0.1675, -0.1078, 0.0797], [-0.0373, 0.0855, -0.0321]], "lowdin_spin": [1.273, 0.004, 0.002, 0.001, 0.016, 0.105, 0.034, 0.016, 0.004, 0.000, 0.005, 0.001, 0.000, -0.001, 0.002, 0.015, 0.152, 0.000, 0.000, 0.001, 0.010, 0.001, 0.000, 0.000, 0.000, 0.000, 0.001, 0.043, 0.011, 0.003, 0.000, 0.000, 0.001, 0.002, 0.023, 0.006, 0.005, 0.000, 0.000, 0.000, 0.000, 0.000, 0.000, 0.000, 0.000, 0.000, 0.000, 0.001, 0.000, 0.000, 0.000, 0.000, 0.000, 0.000, 0.000, 0.000, 0.034, 0.000, 0.004, 0.002, 0.002, 0.000, 0.000, 0.000, 0.000, 0.000, 0.000, 0.000, 0.000, 0.000, 0.000, 0.000, 0.000, 0.000, 0.000, 0.000, 0.000, 0.000, 0.000, 0.000, 0.000, 0.000, 0.000, 0.000, 0.000, 0.000, 0.000, 0.001, 0.001, 0.010, 0.012, -0.001, 0.194, 0.000, 0.000, 0.000, 0.000, 0.000, 0.000, 0.001, 0.000]}